1.
Here is a 10-piece molecular cluster, C25H62Cl4N3O20P5 overall from the OMol25 dataset. Energies are from the ωB97M-V functional and the def2-TZVPD basis.

Each line ends with the Löwdin charge.
Atoms and positions in Å:
C 4.471 -1.637 -0.045  -0.144
O 4.085 -2.829 0.565  -0.191
P 3.860 -2.777 2.176  0.489
O 3.356 -4.057 2.768  -0.237
O 5.281 -2.250 2.768  -0.238
C 6.403 -3.039 2.933  -0.117
O 2.802 -1.579 2.377  -0.222
C 2.396 -1.191 3.617  -0.177
H 5.534 -1.600 -0.286  0.092
H 4.252 -0.713 0.488  0.072
H 3.885 -1.559 -0.961  0.081
H 6.191 -3.967 2.402  0.090
H 6.516 -3.179 4.008  0.098
H 7.254 -2.559 2.450  0.093
H 1.375 -0.816 3.688  0.057
H 3.070 -0.483 4.100  0.096
H 2.306 -2.040 4.295  0.087
C 5.335 -0.647 -4.008  -0.103
O 3.955 -0.485 -3.569  -0.257
P 2.685 -1.172 -4.419  0.497
O 2.970 -1.347 -5.879  -0.251
O 2.460 -2.588 -3.662  -0.213
C 1.443 -3.497 -4.005  -0.135
O 1.453 -0.260 -3.957  -0.209
C 0.130 -0.626 -4.307  -0.108
H 5.384 -1.250 -4.915  0.074
H 6.028 -1.035 -3.260  0.080
H 5.756 0.287 -4.380  0.082
H 1.842 -4.492 -4.203  0.093
H 0.928 -3.246 -4.932  0.077
H 0.631 -3.643 -3.293  0.085
H -0.322 -1.291 -3.570  0.072
H 0.127 -1.150 -5.262  0.088
H -0.511 0.233 -4.503  0.079
C 3.270 5.901 0.796  -0.120
O 2.556 5.150 1.789  -0.226
P 1.040 4.580 1.495  0.470
O 0.784 4.101 0.106  -0.263
O 0.697 3.605 2.767  -0.210
C 1.580 2.456 2.979  -0.077
O 0.246 5.916 1.855  -0.215
C -0.065 6.922 0.890  -0.105
H 3.656 6.861 1.139  0.090
H 2.868 6.011 -0.211  0.088
H 4.206 5.371 0.615  0.077
H 0.984 1.545 2.940  0.052
H 1.984 2.516 3.990  0.094
H 2.425 2.322 2.303  0.083
H 0.720 7.674 0.817  0.084
H -0.952 7.460 1.224  0.092
H -0.156 6.634 -0.157  0.075
C -2.274 -5.447 6.606  -0.100
O -1.115 -5.831 5.864  -0.211
P -1.203 -5.827 4.254  0.455
O 0.045 -6.419 3.678  -0.245
O -2.538 -6.709 3.869  -0.233
C -2.773 -7.157 2.553  -0.118
O -1.561 -4.323 3.865  -0.234
C -0.613 -3.372 3.461  -0.120
H -2.842 -6.359 6.791  0.091
H -2.860 -4.726 6.036  0.072
H -1.995 -4.966 7.543  0.089
H -2.114 -6.783 1.770  0.087
H -3.675 -6.606 2.288  0.081
H -2.982 -8.227 2.574  0.095
H 0.374 -3.657 3.825  0.086
H -0.897 -2.425 3.920  0.074
H -0.635 -3.236 2.380  0.066
C -3.804 4.170 -6.312  -0.114
O -3.146 4.400 -5.095  -0.231
P -2.093 3.333 -4.439  0.468
O -1.033 2.790 -5.377  -0.257
O -1.572 4.203 -3.178  -0.236
C -0.628 5.305 -3.371  -0.070
O -2.924 2.207 -3.673  -0.215
C -4.070 2.584 -2.968  -0.133
H -3.676 4.954 -7.059  0.097
H -4.822 3.828 -6.125  0.089
H -3.362 3.274 -6.747  0.080
H -0.407 5.536 -4.413  0.091
H 0.287 5.254 -2.782  0.076
H -1.061 6.171 -2.872  0.079
H -4.914 2.612 -3.656  0.091
H -3.996 3.494 -2.372  0.085
H -4.351 1.821 -2.242  0.050
Cl -5.420 -3.139 4.068  0.526
C -4.602 -2.204 2.781  -0.672
C -3.875 -0.940 3.277  -0.689
Cl -4.972 0.163 4.097  0.552
H -5.327 -1.967 2.003  0.032
H -3.916 -2.929 2.344  0.051
H -3.406 -0.433 2.434  0.006
H -3.100 -1.319 3.944  0.056
Cl -3.118 0.079 -0.430  0.604
C -1.458 0.035 -1.113  -0.613
C -0.510 0.487 -0.061  -0.637
Cl -0.419 -0.572 1.387  0.622
H -1.326 0.763 -1.913  0.072
H -1.260 -0.972 -1.482  0.062
H -0.731 1.487 0.312  0.047
H 0.487 0.554 -0.497  0.071
C 3.401 2.404 -1.051  -0.056
C 4.759 1.892 -1.207  -0.260
N 5.853 1.466 -1.342  0.140
H 2.974 2.501 -2.049  0.095
H 3.511 3.308 -0.453  0.055
H 2.780 1.728 -0.464  0.067
C -2.905 4.067 0.555  -0.053
C -2.703 3.181 1.705  -0.272
N -2.648 2.439 2.609  0.161
H -2.552 5.081 0.742  0.073
H -3.994 4.115 0.535  0.090
H -2.400 3.650 -0.316  0.067
C -4.167 -3.655 -1.952  -0.073
C -5.198 -3.435 -0.971  -0.265
N -5.981 -3.138 -0.135  0.146
H -3.527 -2.786 -2.107  0.065
H -4.697 -3.916 -2.868  0.089
H -3.493 -4.401 -1.531  0.087

SMILES   COP(=O)(OC)OC.COP(=O)(OC)OC.COP(=O)(OC)OC.COP(=O)(OC)OC.COP(=O)(OC)OC.ClCCCl.ClCCCl.CC#N.CC#N.CC#N
Frontier orbital gap   10.04 eV
HOMO   -0.3692 Eh

2.
Here is a 10-piece molecular cluster, C25H62Cl4N3O20P5 overall from the OMol25 dataset. Energies are from the ωB97M-V functional and the def2-TZVPD basis.

Each line ends with the Löwdin charge.
Atoms and positions in Å:
C -2.134 0.929 4.114  -0.116
O -2.679 1.744 3.116  -0.209
P -3.418 3.057 3.533  0.374
O -4.076 3.019 4.874  -0.241
O -2.281 4.184 3.452  -0.224
C -2.516 5.500 3.898  -0.118
O -4.346 3.465 2.296  -0.216
C -5.461 2.575 2.035  -0.085
H -2.771 0.108 4.414  0.088
H -1.730 1.447 4.990  0.095
H -1.212 0.353 3.689  0.115
H -1.534 5.998 3.940  0.085
H -2.928 5.563 4.921  0.098
H -3.089 6.120 3.222  0.084
H -5.684 2.670 0.946  0.083
H -6.280 3.020 2.636  0.102
H -5.368 1.495 2.216  0.098
C 6.495 -7.087 2.445  -0.110
O 5.866 -5.829 2.118  -0.217
P 4.952 -5.213 3.290  0.371
O 5.675 -4.997 4.534  -0.226
O 3.650 -6.170 3.503  -0.235
C 3.513 -7.004 4.668  -0.090
O 4.339 -4.016 2.484  -0.207
C 3.813 -2.862 3.174  -0.075
H 6.957 -7.025 3.450  0.084
H 7.408 -7.187 1.773  0.106
H 5.871 -7.991 2.380  0.087
H 3.130 -7.955 4.336  0.081
H 2.746 -6.634 5.385  0.099
H 4.424 -7.002 5.201  0.059
H 4.112 -1.939 2.649  0.054
H 4.288 -2.801 4.169  0.090
H 2.723 -2.845 3.240  0.080
C -7.017 -1.838 -2.755  -0.088
O -6.342 -0.597 -2.723  -0.214
P -6.085 0.115 -1.337  0.347
O -5.607 -0.853 -0.348  -0.223
O -7.507 0.790 -1.049  -0.197
C -7.966 1.999 -1.544  -0.133
O -5.093 1.272 -1.651  -0.216
C -3.750 1.431 -1.108  -0.042
H -8.071 -1.606 -2.791  0.089
H -6.699 -2.426 -1.878  0.085
H -6.745 -2.345 -3.643  0.078
H -8.198 2.029 -2.582  0.076
H -7.252 2.845 -1.377  0.096
H -8.893 2.257 -1.025  0.093
H -3.403 2.347 -1.573  0.092
H -3.162 0.617 -1.530  0.077
H -3.715 1.436 0.014  0.094
C 4.286 7.080 -0.659  -0.122
O 3.972 5.744 -0.493  -0.196
P 2.688 4.962 -0.958  0.380
O 2.752 3.507 -0.799  -0.217
O 1.506 5.668 -0.207  -0.196
C 1.502 5.710 1.191  -0.104
O 2.510 5.359 -2.500  -0.190
C 2.933 4.483 -3.476  -0.137
H 3.552 7.645 -1.228  0.095
H 5.256 7.136 -1.176  0.095
H 4.569 7.601 0.280  0.099
H 1.897 4.743 1.610  0.106
H 0.498 5.875 1.604  0.095
H 2.180 6.495 1.494  0.081
H 2.887 3.481 -3.079  0.052
H 3.990 4.675 -3.715  0.108
H 2.331 4.520 -4.339  0.034
C 0.953 1.526 -2.585  -0.094
O 1.210 0.864 -1.363  -0.217
P 0.052 0.142 -0.579  0.331
O -0.739 -0.784 -1.423  -0.241
O 0.753 -0.546 0.608  -0.201
C 0.782 -1.930 0.944  -0.072
O -0.843 1.286 0.008  -0.203
C -0.198 2.267 0.873  -0.049
H 0.126 1.019 -3.099  0.089
H 1.808 1.410 -3.195  0.074
H 0.794 2.609 -2.517  0.089
H 1.806 -2.323 0.760  0.069
H 0.052 -2.409 0.335  0.046
H 0.629 -2.046 1.997  0.075
H -0.051 1.783 1.841  0.079
H -0.997 2.941 1.172  0.079
H 0.751 2.689 0.496  0.077
Cl -4.111 -4.892 0.256  0.507
C -3.806 -3.337 -0.621  -0.653
C -2.420 -3.297 -1.278  -0.615
Cl -2.442 -4.268 -2.793  0.580
H -3.859 -2.471 0.086  0.070
H -4.614 -3.092 -1.339  0.048
H -1.595 -3.690 -0.679  0.052
H -2.320 -2.258 -1.490  0.024
Cl 4.286 -1.209 -0.231  0.568
C 3.989 0.461 0.396  -0.644
C 5.237 1.222 0.666  -0.658
Cl 6.059 0.747 2.185  0.539
H 3.405 0.322 1.280  0.051
H 3.353 0.983 -0.317  0.044
H 4.912 2.269 0.733  0.068
H 5.955 1.222 -0.161  0.079
C 0.212 -3.029 -3.992  -0.107
C 0.746 -3.671 -2.794  -0.277
N 1.235 -4.232 -1.927  0.178
H 0.947 -2.720 -4.697  0.064
H -0.428 -2.120 -3.804  0.090
H -0.380 -3.759 -4.480  0.029
C 0.135 1.729 -7.551  -0.056
C 1.102 2.595 -6.871  -0.259
N 1.819 3.316 -6.339  0.149
H 0.708 0.801 -7.689  0.091
H -0.186 2.154 -8.480  0.075
H -0.736 1.586 -6.925  0.081
C 1.944 -6.765 0.225  -0.064
C 1.049 -5.919 0.957  -0.296
N 0.289 -5.218 1.491  0.143
H 1.358 -7.647 -0.074  0.099
H 2.796 -7.010 0.842  0.069
H 2.219 -6.147 -0.594  0.038

SMILES   COP(=O)(OC)OC.COP(=O)(OC)OC.COP(=O)(OC)OC.COP(=O)(OC)OC.COP(=O)(OC)OC.ClCCCl.ClCCCl.CC#N.CC#N.CC#N
Frontier orbital gap   10.02 eV
HOMO   -0.3628 Eh

Here is how they stack up, most stable first: 2, 1.

1.
Here is a 11-piece molecular cluster, C6H35NO11 overall from the OMol25 dataset. Energies are from the ωB97M-V functional and the def2-TZVPD basis.

Each line ends with the Löwdin charge.
Atoms and positions in Å:
C 0.865 2.086 0.601  -0.205
O 0.844 3.174 1.527  -0.087
C 0.097 0.827 1.072  -0.345
C -0.414 0.106 -0.167  -0.111
C -1.215 -1.244 0.407  -0.314
C -0.701 -2.466 -0.275  -0.109
C -2.721 -0.899 0.062  -0.034
N 1.024 0.117 2.028  0.045
H 1.862 1.838 0.178  0.139
H 0.258 2.507 -0.231  0.090
H 1.671 3.271 2.011  0.093
H -0.747 0.957 1.778  0.124
H 0.307 -0.232 -0.880  0.083
H -1.107 0.745 -0.667  0.065
H -0.790 -1.211 1.415  0.106
H 0.299 -2.415 -0.684  0.034
H -1.478 -2.787 -0.998  0.072
H -0.728 -3.422 0.232  0.073
H -3.274 -0.987 0.991  0.073
H -2.711 0.168 -0.238  0.035
H -2.995 -1.572 -0.720  0.056
H 1.559 -0.568 1.538  0.035
H 1.632 0.614 2.663  0.063
H 1.927 1.084 -4.057  0.053
H 0.668 0.638 -3.529  0.015
O 1.508 0.974 -3.191  -0.056
H 2.398 -3.907 -0.003  0.015
H 2.539 -3.894 1.510  0.076
O 3.046 -4.093 0.708  -0.043
H 3.518 -1.469 -1.214  0.040
H 2.466 -0.814 -2.150  0.028
O 2.962 -1.626 -2.004  -0.045
H -1.762 -0.468 -2.881  0.055
H -1.501 -1.728 -3.661  0.049
O -1.032 -0.964 -3.309  -0.048
H -0.402 3.023 3.012  0.026
H -0.857 1.934 3.917  0.072
O -1.196 2.755 3.509  -0.070
H -2.114 4.148 -1.411  0.062
H -1.590 3.946 -0.107  0.082
O -1.641 3.440 -0.947  -0.058
H -3.620 1.590 2.114  0.043
H -2.694 2.057 3.367  -0.017
O -3.319 1.368 3.032  -0.112
H -3.111 2.036 -0.871  -0.002
H -3.934 2.705 -1.765  0.032
O -3.992 1.855 -1.284  -0.093
H 1.568 -4.249 -2.164  0.081
H 2.186 -2.996 -1.595  -0.005
O 1.450 -3.619 -1.443  -0.095
H 3.600 -2.623 0.811  -0.020
H 4.760 -1.487 1.037  0.057
O 3.839 -1.654 0.768  -0.100

SMILES   CC(C)C[C@@H](N)CO.O.O.O.O.O.O.O.O.O.O
Frontier orbital gap   8.67 eV
HOMO   -0.3165 Eh

2.
Here is a 12-piece molecular cluster, C6H35NO11 overall from the OMol25 dataset. Energies are from the ωB97M-V functional and the def2-TZVPD basis.

Each line ends with the Löwdin charge.
Atoms and positions in Å:
C -0.283 -2.088 3.655  -0.301
C -0.449 -0.568 3.778  -0.201
C -1.733 -0.004 3.221  -0.233
C -1.969 3.580 1.779  -0.084
C -1.699 2.117 1.978  -0.163
C -1.954 1.496 3.126  -0.109
N -0.683 -2.725 2.414  0.016
H 0.760 -2.305 3.912  0.109
H -0.692 -2.607 4.530  0.102
H -0.195 -0.148 4.753  0.117
H 0.402 -0.193 3.175  0.100
H -2.037 -0.449 2.266  0.086
H -2.557 -0.386 3.852  0.119
H -1.947 4.109 2.721  0.075
H -1.306 3.975 1.006  0.071
H -2.923 3.682 1.242  0.078
H -1.169 1.492 1.275  0.063
H -2.476 1.925 3.970  0.107
H 0.081 -2.658 1.751  0.059
H -1.482 -2.320 1.956  0.027
H 1.710 2.764 0.749  0.002
H 3.097 2.434 0.790  0.027
O 2.497 3.040 1.244  -0.065
H 1.525 1.162 -3.465  0.001
H 0.864 1.942 -2.360  0.011
O 1.123 2.027 -3.283  -0.059
H -0.170 -1.484 -0.747  0.050
H 0.450 -0.719 -2.024  0.019
O 0.619 -1.293 -1.256  -0.077
H -3.287 -3.183 0.322  0.040
H -3.455 -1.799 -0.042  0.024
O -3.082 -2.601 -0.424  -0.053
H -2.096 1.260 -3.918  0.014
H -1.103 2.338 -3.684  -0.005
O -1.813 2.103 -4.289  -0.068
H 2.610 -3.865 -0.658  0.055
H 1.665 -2.929 -1.335  0.007
O 2.338 -3.600 -1.542  -0.055
H 3.287 -2.621 -2.975  0.063
H 2.618 -1.401 -2.491  0.000
O 3.259 -1.667 -3.162  -0.063
H 1.559 -1.271 -3.705  0.013
H 0.342 -1.171 -4.614  0.077
O 0.790 -0.710 -3.903  -0.040
H -2.292 0.429 -0.913  0.044
H -0.862 0.755 -0.756  0.002
O -1.465 0.274 -1.380  -0.068
H 3.894 1.346 -2.497  0.062
H 3.685 -0.215 -2.284  0.023
O 3.278 0.670 -2.214  -0.056
H 1.244 0.532 -0.537  0.036
H 0.864 0.579 0.925  0.070
O 0.620 0.951 0.068  -0.074

SMILES   C/C=C/CCCN.O.O.O.O.O.O.O.O.O.O.O
Frontier orbital gap   9.46 eV
HOMO   -0.3519 Eh

Here is how they stack up, most stable first: 2, 1.